This record from the Open Molecules 2025 dataset describes a single C10H12N4O molecule in a non-equilibrium geometry. The level of theory is wB97M-V/def2-TZVPD.

E_LUMO   0.36 eV
Orbital gap   8.3 eV
Calculated total energy   -18571.321 eV
HOMO   -7.9 eV
Maximum force   2.22 eV/A

Atoms and positions in Å:
O 0.0584 -2.5452 0.7395
N 0.7811 1.8658 -1.2182
N 4.0289 0.1137 -1.1323
C -0.5292 -1.4798 0.7937
C -0.3006 1.9411 -0.5038
C 3.7620 -0.8570 -0.2393
C 3.0061 0.9375 -1.4703
C 2.4849 -1.0336 0.3342
C 1.7179 0.8961 -0.9103
C 1.4441 -0.1499 0.0038
N -0.6418 0.9997 0.4350
N 0.1236 -0.2480 0.4970
C -1.2669 3.0437 -0.7499
C -2.9645 -2.0749 0.3587
C -1.9064 -1.5571 1.3587
H 4.4862 -1.5986 0.0359
H 3.1808 1.6684 -2.2443
H 2.3588 -1.7849 1.1032
H -1.5025 1.1672 0.9517
H -0.9102 3.7611 -1.5110
H -2.2485 2.6836 -1.0637
H -1.4199 3.6601 0.1313
H -3.9447 -1.9328 0.8033
H -2.7812 -3.1346 0.1191
H -2.9714 -1.5070 -0.5752
H -1.8969 -2.2451 2.2088
H -2.1481 -0.5894 1.7445